[1]
A 3-piece molecular cluster, C15H29FINO8P overall. Source: the OMol25 dataset; level of theory: ωB97M-V/def2-TZVPD.

Properties
Molar mass: 528.27 g/mol
Strongest force on any atom: 0.0875 hartree/bohr
LUMO: 2.22 eV

ORCA input file:
```
! wB97M-V def2-TZVPD RIJCOSX def2/J DEFGRID3
* xyz -1 1
I -0.69 0.82 3.43
P -1.53 -0.06 1.24
O -0.47 -1.45 1.16
H 1.51 0.53 1.30
O -2.70 -4.52 -1.80
H 0.20 -4.87 -4.20
H -2.46 -0.78 2.12
H -2.47 -4.26 -5.61
C -0.65 7.09 4.62
H 3.07 -0.96 1.89
H 4.43 -1.96 1.06
H -0.89 -3.49 0.18
H 0.00 7.87 4.19
N 2.42 -2.75 0.72
H -1.02 4.98 4.45
H 0.67 -2.48 -4.80
C -2.15 -4.53 -2.89
H -3.17 -2.39 -1.12
F -3.31 -2.87 0.91
H -0.78 2.19 0.40
H 1.32 4.82 5.03
O 0.24 4.45 0.92
C -0.49 1.08 0.11
H 1.80 -2.84 1.56
H 0.37 -3.46 -6.26
H 4.01 -0.98 -1.21
C 0.29 4.85 2.07
H -2.44 1.09 1.36
C -2.67 -2.01 -0.11
C 1.85 -0.02 -0.88
H 1.78 6.17 3.96
H -0.51 7.08 5.70
C 1.08 5.34 4.09
H -0.64 -2.11 -1.01
C -0.61 -4.19 -4.47
C 3.32 -1.55 0.90
O -2.45 -5.39 -3.90
H 2.06 0.70 -1.81
H -1.48 -5.74 -5.70
H 1.89 -2.73 -0.18
C -0.36 5.74 4.01
C 1.13 0.91 0.26
H -1.68 7.39 4.40
C -1.78 -4.91 -5.06
C -0.08 -3.07 -5.34
H 1.60 2.00 0.13
O -0.59 5.75 2.61
O -1.15 -3.67 -3.26
H 1.18 -0.90 -1.28
C -1.04 -2.33 0.09
C 3.35 -0.50 -0.36
O -2.72 -0.54 0.01
H -0.87 0.90 -0.99
H -0.88 -2.37 -5.62
O 1.22 4.46 2.99
H 3.94 0.46 0.02
*
```

***

[2]
C15H29N2NiOP2S2 as an isolated structure. Source: the OMol25 dataset; level of theory: ωB97M-V/def2-TZVPD.

Properties
Molar mass: 438.18 g/mol
⟨S²⟩: 2.023
Strongest force on any atom: 0.0527 hartree/bohr
LUMO (alpha / beta): -1.93 / -3.66 eV

ORCA input file:
```
! wB97M-V def2-TZVPD RIJCOSX def2/J DEFGRID3
* xyz 1 3
H 5.81 -2.72 1.34
C 5.33 -1.84 1.76
H -0.55 -2.33 -3.50
H 2.11 -2.05 -1.02
P -1.89 -0.62 1.32
H -2.53 -2.45 -0.12
H -0.22 2.55 -2.54
C 3.52 -0.51 1.78
H -0.32 -0.87 -4.49
C 1.46 -2.15 -4.33
H 5.10 1.06 5.04
H 3.22 -2.96 -3.34
N 4.02 0.31 2.69
C -0.16 3.60 0.35
C -1.15 2.35 -2.02
O -0.42 -1.25 -1.27
H -1.92 0.61 3.41
H -1.81 3.22 -2.10
S 1.95 -0.18 1.14
H -3.74 -2.18 1.17
H 0.78 3.83 -0.15
H 6.93 -1.27 3.08
H 2.94 -0.92 -2.10
H -1.84 -1.14 3.68
H -4.03 0.50 0.96
P -0.79 2.00 -0.26
H -1.63 1.49 -2.47
H -0.88 4.40 0.14
H 1.28 -2.92 -5.07
C -3.05 0.55 0.47
C 0.16 -1.57 -3.81
C -2.31 -0.36 3.08
C 5.23 0.06 3.17
C 5.77 1.01 4.18
H -2.20 -3.01 1.52
C 2.18 -2.71 -3.10
N 4.13 -1.58 1.28
H -3.39 -0.39 3.21
H 2.05 -1.36 -4.80
H 0.01 3.54 1.42
H 6.76 0.71 4.52
C -2.67 -2.23 0.94
C -2.50 1.98 0.46
H 1.68 -3.61 -2.75
H -3.15 0.19 -0.56
S 0.58 -0.68 -2.24
C 2.13 -1.64 -2.02
C 5.95 -1.05 2.71
Ni 0.04 -0.06 0.26
H -3.15 2.63 -0.13
H -2.45 2.36 1.48
H 5.83 2.01 3.75
*
```

***

[3]
C15H29NO5RuSSi2 as an isolated structure. Source: the OMol25 dataset; level of theory: ωB97M-V/def2-TZVPD.

Properties
Molar mass: 492.71 g/mol
⟨S²⟩: 8.763
Strongest force on any atom: 0.0226 hartree/bohr
LUMO (alpha / beta): 2.84 / 1.79 eV

ORCA input file:
```
! wB97M-V def2-TZVPD RIJCOSX def2/J DEFGRID3
* xyz -1 6
O -1.16 0.98 -0.58
H -2.78 0.67 -3.20
H -2.65 -1.14 1.10
H 1.22 -3.47 -0.79
C 0.38 -0.99 0.24
C 1.68 -1.59 0.16
H -2.26 2.34 -1.69
H -1.62 1.22 2.65
H -1.32 1.63 -3.53
H -0.58 0.57 3.93
H -4.28 2.17 -0.30
Si -0.34 -0.80 1.94
C 4.34 -2.40 0.05
H 1.67 -1.32 3.32
C -2.16 2.01 -0.66
C -2.03 -1.61 1.88
H 0.20 -1.95 4.09
H -0.97 -2.64 -1.51
H -2.37 4.06 -0.06
H 0.89 0.16 -3.63
H -3.77 0.56 -0.83
C -0.63 0.83 2.87
H -1.87 2.98 1.26
H 1.65 0.55 -2.12
O 1.35 3.00 -0.96
O 3.07 4.54 -0.04
H 4.68 -0.47 0.94
H -0.71 3.45 0.00
H 5.38 -2.68 0.02
H -2.15 -2.02 -2.70
N 2.68 -0.81 0.64
C -1.65 -1.82 -1.75
H -3.43 1.10 0.83
O 1.67 3.09 1.40
H -1.92 -2.67 1.63
H -2.42 -1.79 -0.96
H -1.47 -0.01 -4.18
S 2.40 3.28 0.08
C 0.95 -0.15 -2.58
Si -0.78 -0.15 -1.81
H 0.08 1.65 2.71
C 2.01 -2.84 -0.40
C -3.49 1.42 -0.22
H -2.57 -1.52 2.83
H 1.42 -1.14 -2.53
C 0.71 -1.82 3.13
C 3.33 -3.24 -0.44
H 3.59 -4.20 -0.86
O 3.31 2.08 0.01
C -1.69 0.62 -3.31
C 3.95 -1.18 0.57
Ru 1.26 1.10 0.42
C -1.75 3.19 0.19
H 0.92 -2.81 2.71
*
```

***

[4]
A 3-piece molecular cluster, C15H30BN2O9 overall. Source: the OMol25 dataset; level of theory: ωB97M-V/def2-TZVPD.

Properties
Molar mass: 393.22 g/mol
Strongest force on any atom: 0.0930 hartree/bohr
LUMO: -3.63 eV

ORCA input file:
```
! wB97M-V def2-TZVPD RIJCOSX def2/J DEFGRID3
* xyz 1 1
H 0.69 -0.63 1.81
N 0.47 3.04 1.16
H 3.42 5.02 1.00
O 3.13 4.79 0.11
O -4.01 4.78 -1.17
O 3.89 2.60 -0.65
O -2.04 5.40 -2.11
C -5.27 6.58 -2.64
H 2.06 0.80 -0.85
H -5.62 6.69 -1.61
C -3.07 -6.83 1.04
H -5.75 5.72 -3.12
H 1.01 -2.94 -0.27
C -0.42 1.96 1.12
H 5.10 3.31 0.97
H -0.93 2.30 -1.50
O -1.83 -6.11 1.14
C -3.27 -7.75 2.22
B 2.91 3.41 -0.06
H -1.41 1.91 1.63
C 1.36 1.35 -0.20
H -0.32 4.66 -1.36
O 0.33 -6.01 0.97
H 5.36 0.46 -0.30
O -0.36 -0.24 0.04
C -1.38 4.39 -1.37
H -0.50 -1.95 1.28
C 0.28 -1.22 0.94
H 5.69 0.97 1.42
C 1.55 2.67 0.35
H 2.35 -5.88 0.74
H 2.10 -2.39 1.10
H -3.86 -6.08 1.02
C -1.54 3.04 -2.02
H 0.39 3.92 1.65
C 1.43 -2.06 0.27
O -3.85 6.44 -2.69
H -3.12 -7.37 0.09
H 2.08 -1.45 -0.41
C 5.16 2.69 0.04
N 0.12 0.99 0.35
C -0.74 -6.80 0.78
H 1.79 -7.40 1.46
C -3.37 5.48 -1.91
C 5.79 1.27 0.35
H -5.54 7.48 -3.19
H -4.25 -8.22 2.19
H 6.89 1.30 0.11
H 1.58 -7.09 -0.30
O -0.71 -7.93 0.38
H -2.52 -8.54 2.23
C 1.58 -6.64 0.70
H -1.24 3.06 -3.07
H -3.17 -7.20 3.16
H -2.58 2.72 -2.00
H 5.88 3.18 -0.68
H -1.72 4.37 -0.33
*
```

***

[5]
C15H30BrCaCl2F2ILiNNaO8P as an isolated structure. Source: the OMol25 dataset; level of theory: ωB97M-V/def2-TZVPD.

Properties
Molar mass: 769.10 g/mol
Strongest force on any atom: 0.0655 hartree/bohr
LUMO: -4.71 eV

ORCA input file:
```
! wB97M-V def2-TZVPD RIJCOSX def2/J DEFGRID3
* xyz 0 1
H -0.13 -1.64 -1.32
H 4.13 -0.21 3.75
C -1.20 -1.89 -1.38
H -1.47 -2.32 -2.37
Na -3.49 6.19 -2.31
O 3.34 -2.56 -2.11
Cl 1.38 2.04 -1.42
H 4.18 -1.59 4.87
H -5.00 0.04 1.61
C 1.97 -1.70 -5.06
C -5.18 0.72 0.77
H -1.18 -0.62 1.47
H 5.45 1.76 2.67
H 0.64 -0.32 5.17
C 1.47 -0.59 -4.16
C -2.48 0.31 -2.86
C -1.58 -2.92 -0.30
Cl -3.01 -0.13 3.05
H 1.22 -2.50 -5.25
O -0.96 1.96 -3.68
H -1.72 1.86 -0.20
H 4.98 2.18 1.06
F 2.42 -1.23 -6.23
H -2.16 -3.81 -0.63
Br -0.37 0.12 -5.99
I -3.16 3.61 -2.27
H -4.12 -1.64 -1.06
H 0.67 1.62 1.22
H 0.38 -0.40 -4.29
H 1.60 -1.75 4.78
Li -0.45 -1.83 -4.44
H 2.75 -0.29 6.48
C 4.64 2.29 2.11
H -1.60 1.09 1.91
C 2.77 -0.04 5.42
C 2.78 -2.02 -2.99
Ca -5.73 2.41 -2.16
H -2.07 -0.33 -3.68
O 1.78 -1.11 -2.84
O 3.41 1.89 2.37
C -3.77 -0.81 -0.42
H 2.01 0.34 -4.32
H 4.92 -0.04 5.31
C 4.08 -0.50 4.80
H 1.02 0.03 1.22
F 0.72 -2.33 0.23
P -2.12 -0.34 -1.17
O 3.05 -2.23 -4.33
C 1.57 -0.66 4.72
H 2.69 1.62 4.40
H 1.55 -0.38 3.67
H -4.61 1.64 0.97
N 0.38 0.73 1.62
H -6.27 0.90 0.74
H -3.58 0.32 -3.00
H 4.87 3.35 2.34
C -1.96 1.81 -3.09
C -0.97 0.43 1.27
H -0.21 1.02 -0.68
O 2.68 1.38 5.34
C -1.22 0.88 -0.21
O -4.78 0.20 -0.52
O -1.31 -2.80 0.84
H -3.65 -1.23 0.59
*
```

***

[6]
C15H30BrCaClF8KN4O6PS as an isolated structure. Source: the OMol25 dataset; level of theory: ωB97M-V/def2-TZVPD.

Properties
Molar mass: 771.98 g/mol
Strongest force on any atom: 0.1234 hartree/bohr
LUMO: -4.94 eV

ORCA input file:
```
! wB97M-V def2-TZVPD RIJCOSX def2/J DEFGRID3
* xyz 0 1
H -3.72 1.42 3.47
H -0.16 -2.25 -0.89
N -0.71 1.72 -1.88
F 5.21 -1.42 2.83
N 6.72 -3.74 -1.68
H 2.90 -1.76 -1.92
C -6.78 5.28 4.40
H -2.87 1.86 -1.26
F 6.65 -3.89 2.70
N 0.61 1.11 -3.36
H 1.11 -1.03 -1.02
H -6.30 3.40 2.46
O 5.23 -3.03 -0.35
H -4.35 -1.54 0.24
C -6.35 6.33 3.40
Br -4.31 1.70 -0.34
F 4.48 -3.33 2.78
H -0.93 -1.15 -3.26
H -7.68 4.79 4.04
C -1.62 0.77 0.27
K -0.02 0.24 2.18
O -5.45 6.01 2.47
H -6.99 5.77 5.35
C 0.37 -1.59 -1.59
C 1.00 -2.55 -2.64
H -4.99 -1.31 -1.21
F 5.80 -1.92 4.94
C -4.66 4.81 2.49
F -1.59 3.05 -0.17
H -4.75 2.76 1.87
C -0.28 0.69 -2.48
C -5.39 3.64 1.89
Cl -2.61 -3.73 -0.55
H 0.55 -3.54 -2.54
O 7.41 -3.76 -5.00
S 2.97 -4.08 -1.42
C 4.71 -3.79 -1.30
H -1.64 -0.75 -1.70
C 2.53 -2.63 -2.46
C -0.71 -0.72 -2.28
O -3.15 1.00 2.83
P 5.86 -2.74 3.52
C 6.55 -3.06 -0.70
O -4.17 -1.45 -0.71
H 7.28 -2.51 -0.14
H -3.61 -2.27 -1.07
F 5.56 -3.92 4.66
H -5.71 3.87 0.87
H -4.30 4.60 3.50
C 0.70 2.44 -3.26
H -0.52 0.53 0.43
H 1.31 3.11 -3.84
H -2.04 1.19 1.26
H -3.77 5.02 1.89
C -1.74 1.85 -0.82
F 8.23 -5.26 -3.83
H -2.23 -0.09 0.03
H 7.50 -4.68 -5.27
H 0.83 -2.21 -3.67
C -0.12 2.87 -2.34
H 3.05 -2.72 -3.42
H -0.29 3.89 -2.05
H 1.15 0.58 -4.02
H 7.12 -3.83 -4.08
O -6.86 7.42 3.40
H -6.02 4.52 4.60
F 7.31 -2.05 3.28
Ca 3.14 -3.68 4.58
N 5.53 -4.25 -2.11
*
```

***

[7]
C15H30Cl10O9P2 as an isolated structure. Source: the OMol25 dataset; level of theory: ωB97M-V/def2-TZVPD.

Properties
Molar mass: 770.87 g/mol
Strongest force on any atom: 0.1802 hartree/bohr
LUMO: -0.50 eV

ORCA input file:
```
! wB97M-V def2-TZVPD RIJCOSX def2/J DEFGRID3
* xyz 0 1
Cl -7.60 1.15 0.30
C -7.31 0.54 -1.35
H 5.38 -1.70 -4.55
H 0.48 -0.18 6.57
H -8.11 -0.16 4.09
H 5.25 -5.92 -0.78
C 3.85 0.02 -4.86
C 4.80 -5.01 -1.18
H 3.80 1.33 3.66
H 2.59 0.97 -0.61
H 1.26 2.90 -2.95
P -0.03 0.58 -2.20
H 4.94 2.46 2.92
Cl 4.27 0.74 1.44
H 6.41 -3.79 -0.43
H 5.05 -4.95 -2.25
H 2.65 -0.84 -0.06
C 0.85 0.05 5.57
Cl -8.13 0.94 6.78
Cl 3.04 -5.20 -1.03
H -6.88 0.83 3.29
H 4.98 -3.81 0.62
C 2.20 -0.12 -0.90
Cl 2.25 1.14 5.78
Cl -5.92 -0.72 4.77
C 5.31 -3.80 -0.42
O -2.22 1.58 -4.48
Cl -4.66 -0.05 -0.97
H 2.63 3.46 3.35
H 2.08 -1.72 5.31
C 2.84 2.85 2.47
H -6.58 -1.40 -0.67
H 3.72 -1.94 -3.63
C 1.23 -1.23 4.84
H 1.93 2.30 2.21
H 1.24 2.50 -4.79
H -8.10 2.27 4.85
H -8.28 0.18 -1.72
C 4.54 -1.13 -3.93
Cl 4.78 -2.27 -1.15
O 1.00 0.76 -3.58
H 0.38 -1.92 4.85
C -7.41 1.53 5.26
H -6.99 1.38 -1.97
O 2.93 -0.39 -5.76
Cl 1.63 -0.94 3.13
H -6.26 -1.03 -2.38
O 3.87 2.81 -2.77
O 4.08 1.47 -4.79
Cl 3.20 3.97 1.13
H -2.41 2.55 -4.21
O -3.85 -0.62 -3.97
O 0.74 -0.22 -0.82
O -0.77 1.87 -1.69
P -2.69 0.49 -3.21
C -6.30 -0.60 -1.37
O -1.33 -0.53 -2.71
H -3.24 -1.38 -4.27
H 0.07 0.60 5.04
H 2.67 -0.48 -1.92
H -6.47 2.04 5.50
C 3.24 2.12 -3.76
C 4.00 1.91 2.76
C 1.58 2.09 -3.73
H 5.01 -0.75 -2.93
C -7.20 0.41 4.25
*
```

***

[8]
C15H30Cl8CuN2O5 as an isolated structure. Source: the OMol25 dataset; level of theory: ωB97M-V/def2-TZVPD.

Properties
Molar mass: 665.58 g/mol
Strongest force on any atom: 0.0419 hartree/bohr
LUMO: 0.53 eV

ORCA input file:
```
! wB97M-V def2-TZVPD RIJCOSX def2/J DEFGRID3
* xyz -1 1
N -2.80 -2.37 0.95
C 2.91 -0.21 1.12
C -0.71 3.03 -1.86
Cl -1.95 4.30 -1.68
H -1.12 2.08 -1.52
H 3.27 2.54 -0.57
Cl 3.73 -2.86 0.91
C 0.56 -0.46 5.13
C 0.03 -1.32 2.91
H -2.36 0.36 -1.61
C 0.52 0.08 -1.03
O -1.75 -4.02 -0.17
H -0.20 1.12 2.25
C 3.60 2.61 -2.70
Cl -3.53 -2.01 -4.21
Cu 1.58 -1.18 -3.06
C -3.68 -3.19 1.77
H -3.28 -1.79 -1.88
H 2.38 -0.42 2.05
Cl 5.61 2.75 -0.79
H 4.27 2.21 -3.46
H -2.43 -0.89 2.30
H 0.99 -1.81 2.70
H 0.10 3.23 -1.16
Cl 4.58 0.21 1.55
Cl 0.52 4.36 -3.90
N 0.15 -0.18 3.77
H -2.41 0.73 -3.37
H 4.00 1.12 -1.21
H -0.41 -1.07 1.96
C -0.06 1.09 3.34
O -0.19 -0.75 -1.74
H 2.63 2.18 -2.95
O 0.17 0.44 0.14
H 1.94 -1.68 -0.12
H -4.03 -4.00 1.13
C -1.80 -2.85 0.18
O -0.06 2.07 4.06
H 0.66 0.48 5.67
C -0.27 2.83 -3.29
H -3.05 -3.69 2.52
H 1.58 -0.87 5.10
H -1.78 -1.74 -2.69
C 3.98 2.20 -1.32
H -2.19 -0.29 0.70
H -1.11 2.68 -3.95
C -2.78 -1.32 -2.72
H 3.43 -1.15 -0.72
H -3.86 -0.53 1.28
C 2.95 -1.43 0.22
H -0.53 -2.18 3.30
C -2.88 0.18 -2.56
Cl -4.51 0.87 -2.25
Cl 3.61 4.35 -3.13
H -0.02 -1.23 5.66
H -1.13 -2.09 -0.22
C -2.85 -0.93 1.28
H -4.51 -2.67 2.22
H 0.42 2.00 -3.38
O 1.63 0.45 -1.58
H 2.47 0.63 0.60
*
```